16
Properties=species:S:1:pos:R:3 method="wB97M-V/def2-TZVPD" charge=+1 smiles="C=[N+]1C[C@H]1[C@@H]1CN1" e_above_lowest_kj_mol=628.45 e_lumo_ev=-5.0 gap_ev=8.69 max_force_ev_per_a=5.28 e_homo_ev=-13.74 energy_ev=-8299.219 spin_multiplicity=1
H 0.063 0.289 -2.170
C 0.505 0.981 -1.423
H -0.215 -1.071 1.754
C -0.990 -0.813 0.036
C 2.414 0.259 0.025
N 1.302 0.419 -0.458
H -2.989 -1.391 0.854
H 2.543 0.072 1.116
C -2.079 -0.848 1.125
H -2.222 0.152 1.549
C 0.010 0.746 -0.041
H 0.825 2.046 -1.698
N -0.850 -1.573 1.190
H 0.010 1.522 0.681
H 3.409 0.300 -0.490
H -1.143 -1.350 -0.857

=====

16
Properties=species:S:1:pos:R:3 method="wB97M-V/def2-TZVPD" charge=+1 e_above_lowest_kj_mol=588.43 e_lumo_ev="-5.3 / -7.7" gap_ev="8.97 / 5.14" max_force_ev_per_a=4.45 e_homo_ev="-14.24 / -12.85" energy_ev=-8299.634 spin_multiplicity=1
H -0.228 -0.698 -1.140
N 0.796 0.607 1.682
C -1.710 0.557 1.411
C 0.291 -0.139 -0.250
H -2.135 1.371 0.744
C 0.010 -0.931 -2.750
C 1.977 0.219 1.063
C -0.264 0.392 0.939
N 1.594 -0.210 -0.127
H -1.855 0.702 2.458
H 2.973 0.361 1.279
H 1.027 -1.085 -2.999
H -0.264 0.107 -2.904
H -0.633 -1.674 -3.088
H -2.135 -0.363 1.054
H 0.557 0.784 2.629

=====

16
Properties=species:S:1:pos:R:3 method="wB97M-V/def2-TZVPD" charge=+1 e_above_lowest_kj_mol=631.74 e_lumo_ev="-4.6 / -4.6" gap_ev="6.95 / 6.95" max_force_ev_per_a=4.90 e_homo_ev="-11.58 / -11.58" energy_ev=-8299.185 spin_multiplicity=1
H 3.604 1.417 -0.871
H -3.419 0.651 0.646
H 1.407 -1.316 1.494
H -2.448 -0.072 -1.297
C -0.585 -0.044 -0.965
H 0.465 -2.341 -0.027
C 0.590 -1.446 0.639
H 2.463 2.268 0.381
N -1.842 0.077 -0.515
C -2.402 0.311 0.619
C 2.562 1.444 -0.298
H -1.760 0.229 1.507
C 1.614 0.587 -0.237
H -0.286 -1.618 1.171
H -0.516 0.099 -2.067
N 0.553 -0.247 -0.180

=====

16
Properties=species:S:1:pos:R:3 method="wB97M-V/def2-TZVPD" charge=+1 e_above_lowest_kj_mol=648.31 e_lumo_ev=-4.9 gap_ev=7.90 max_force_ev_per_a=2.43 e_homo_ev=-12.82 energy_ev=-8299.013 spin_multiplicity=1
N -0.234 -0.643 -0.149
H -2.425 1.401 0.532
H 2.143 -1.880 0.160
C 1.325 1.982 -0.165
H 1.025 1.953 -1.141
C 0.039 -1.927 0.025
C 1.453 1.950 1.030
N 1.251 -2.404 0.227
H 0.475 0.062 -0.255
C -1.826 1.141 -0.444
H -0.933 -2.476 -0.138
H -2.719 1.130 -1.102
H -1.018 1.790 -0.755
H 1.353 -3.413 0.210
C -1.521 -0.207 -0.041
H 1.610 1.542 2.007

=====

16
Properties=species:S:1:pos:R:3 method="wB97M-V/def2-TZVPD" charge=+2 e_above_lowest_kj_mol=17.41 e_lumo_ev="-9.6 / -13.5" gap_ev="10.92 / 7.83" max_force_ev_per_a=1.83 e_homo_ev="-20.54 / -21.33" energy_ev=-8291.066 spin_multiplicity=2
H 1.703 2.612 1.451
H -0.823 -0.830 1.751
C -0.004 -0.129 -1.249
C -0.340 0.351 0.054
C -0.084 1.626 0.685
H -0.541 1.654 1.670
N -0.051 -1.465 -1.188
H 1.895 2.035 -0.198
H -0.045 -2.139 -1.958
H 0.368 0.411 -2.116
H 1.963 0.895 1.171
C -0.502 -1.825 0.022
H -0.480 2.458 0.092
N -0.802 -0.741 0.731
C 1.476 1.784 0.778
H -0.548 -2.861 0.341

=====

17
Properties=species:S:1:pos:R:3 method="wB97M-V/def2-TZVPD" charge=+1 smiles="CN1CC[NH+]=C1C=O" e_above_lowest_kj_mol=185.82 e_lumo_ev=-5.2 gap_ev=9.27 max_force_ev_per_a=4.03 e_homo_ev=-14.46 energy_ev=-10350.695 spin_multiplicity=1
N 0.399 0.528 -0.014
C 0.691 1.922 0.106
C -2.047 0.716 -0.246
H 0.456 -2.321 1.114
C 0.494 -1.854 0.079
H 1.154 1.963 1.176
C -0.796 0.017 -0.085
H 1.897 -0.673 -1.108
H -1.610 -1.783 0.245
N -0.825 -1.286 -0.088
H 1.448 2.255 -0.621
H -0.215 2.531 0.109
C 1.377 -0.566 -0.090
H -2.166 1.687 -0.699
H 2.047 -0.628 0.662
H 0.731 -2.672 -0.736
O -3.035 0.164 0.196